Below is a cluster of 3 separate species, C45H67B2Br2F6N3O6S in total, with properties calculated with ωB97M-V/def2-TZVPD.

Properties
- gap between HOMO and LUMO (spin up / spin down) (hartree) = 0.262 / 0.262
- LUMO level (spin up / spin down) (Eh) = -0.0143 / -0.0143
- highest occupied orbital energy (spin up / spin down) (eV) = -7.52 / -7.52
- 2S+1 = 3
- E_tot (hartree) = -8565.43507

Each line ends with the Löwdin spin population.
Element x y z (Å)
C: -5.6572 2.7486 -4.9661  0.00
C: -4.7447 2.8015 -3.6775  0.00
O: -4.3781 1.5097 -3.1882  0.00
C: -3.0037 1.2105 -3.4643  0.00
C: -2.6925 -0.3136 -3.5387  0.00
C: -3.8390 -1.2173 -3.3619  0.00
C: -3.6906 -2.6967 -3.3914  0.00
C: -2.3412 -3.1984 -3.6150  0.00
C: -1.1729 -2.2991 -3.8000  0.00
B: 0.2525 -3.0382 -4.0632  0.00
C: 0.8763 -3.0668 -5.5554  0.00
O: 0.8572 -3.5977 -2.9334  0.00
C: -1.3016 -0.8268 -3.7439  0.00
C: -0.0707 0.1116 -3.8894  0.00
Br: 0.1978 0.9759 -2.0971  0.00
C: -0.2208 1.2362 -5.0110  0.00
C: 1.2480 1.7752 -5.2940  0.00
Br: -1.1494 0.6179 -6.6270  0.00
S: -2.0307 -5.0046 -3.6623  0.00
C: -3.7046 -5.6672 -3.8683  0.00
C: -3.8047 -7.0918 -4.2834  0.00
C: -2.5016 -7.9207 -4.5586  0.00
C: -2.0614 -7.8330 -6.0978  0.00
O: -2.4249 -6.6007 -6.7073  0.00
C: -0.5036 -8.0901 -6.1471  0.00
F: 0.0035 -8.0643 -7.4217  0.00
F: 0.2030 -7.1308 -5.4377  0.00
F: -0.2865 -9.3372 -5.5743  0.00
C: -5.1395 -7.7043 -4.4255  0.00
B: -5.3623 -9.2565 -4.8222  0.00
C: -5.3018 -10.4561 -3.7355  0.00
O: -5.6583 -9.5211 -6.1865  0.00
C: -6.3559 -6.8821 -4.1673  0.00
C: -6.1970 -5.4875 -3.7640  0.00
C: -7.5107 -4.6650 -3.4547  0.00
C: -7.9293 -3.7814 -4.7135  0.00
C: -9.1172 -4.4521 -5.4455  0.00
F: -10.0301 -5.3160 -4.8572  0.00
C: -9.3325 -4.1449 -6.8390  0.00
F: -10.3808 -3.3270 -7.1717  0.00
F: -8.4869 -4.6931 -7.7637  0.00
C: -4.8700 -4.8309 -3.6005  0.00
N: -4.8983 -3.4552 -3.1559  0.00
H: -6.1883 3.7404 -5.0912  0.00
H: -6.4812 1.9822 -4.8881  0.00
H: -5.0598 2.5990 -5.9128  0.00
H: -5.3457 3.3476 -2.8899  0.00
H: -3.8696 3.4624 -3.9264  0.00
H: -2.7569 1.6481 -4.4745  0.00
H: -2.3765 1.7367 -2.6955  0.00
H: -4.8636 -0.7962 -3.1894  0.00
H: 0.2282 -2.4778 -6.2563  0.00
H: 0.8231 -4.1411 -5.8930  0.00
H: 1.9326 -2.6833 -5.5046  0.00
H: 1.7964 -3.8064 -3.0842  0.00
H: 0.8932 -0.4145 -4.0992  0.00
H: -0.7580 2.0915 -4.5152  0.00
H: 2.0065 0.9502 -5.3348  0.00
H: 1.5600 2.4834 -4.4710  0.00
H: 1.2522 2.3766 -6.2379  0.00
H: -2.6599 -9.0221 -4.3580  0.00
H: -1.6500 -7.6112 -3.8981  0.00
H: -2.5294 -8.6704 -6.6800  0.00
H: -1.6344 -6.1407 -7.0427  0.00
H: -5.8650 -11.3420 -4.1406  0.00
H: -5.8043 -10.1298 -2.7815  0.00
H: -4.2540 -10.7644 -3.4800  0.00
H: -6.4239 -8.9414 -6.3845  0.00
H: -7.3435 -7.3963 -4.2634  0.00
H: -7.3275 -4.0166 -2.5478  0.00
H: -8.3089 -5.3944 -3.1381  0.00
H: -7.0154 -3.7365 -5.3758  0.00
H: -8.1639 -2.7463 -4.3270  0.00
H: -5.1044 -3.4426 -2.1529  0.00
C: 3.6011 3.6504 4.3463  0.00
C: 2.3200 3.0900 3.6748  0.02
C: 1.9919 1.6959 4.2490  0.01
C: 2.9137 0.5933 3.7365  0.00
C: 2.9658 0.5969 2.2122  0.01
C: 3.3261 1.9719 1.6287  0.03
N: 2.4928 3.0733 2.1937  0.34
O: 1.2871 2.9963 1.6392  0.58
C: 4.8245 2.2556 1.8801  0.00
C: 3.2215 1.8970 0.0933  0.00
C: 1.2011 4.0502 4.1289  0.00
H: 3.3713 4.3231 5.1751  0.00
H: 4.2393 2.8670 4.7598  0.00
H: 4.1951 4.2427 3.6476  0.00
H: 0.9614 1.4235 3.9940  0.00
H: 2.0370 1.7216 5.3416  0.00
H: 3.9186 0.7065 4.1542  0.00
H: 2.5492 -0.3772 4.0852  0.00
H: 3.6869 -0.1538 1.8755  0.00
H: 1.9909 0.2741 1.8292  0.00
H: 5.0945 3.2619 1.5505  0.00
H: 5.4490 1.5534 1.3223  0.00
H: 5.1197 2.1483 2.9228  0.00
H: 2.2328 1.5835 -0.2424  0.00
H: 3.9305 1.1692 -0.3078  0.00
H: 3.4484 2.8635 -0.3649  0.00
H: 1.3673 5.0594 3.7466  0.00
H: 1.1667 4.1094 5.2206  0.00
H: 0.2088 3.7215 3.8132  0.00
C: 5.7975 8.5970 9.3465  0.00
C: 5.0422 7.4786 8.5813  0.02
C: 4.2424 6.6098 9.5744  0.01
C: 5.1124 5.6594 10.3910  0.00
C: 6.0064 4.8262 9.4789  0.01
C: 6.8354 5.6816 8.5084  0.03
N: 6.0079 6.6815 7.7707  0.34
O: 5.3225 6.0318 6.8368  0.58
C: 7.9601 6.3957 9.2916  0.00
C: 7.5967 4.7422 7.5522  0.00
C: 4.0224 8.2373 7.7067  0.00
H: 5.2478 9.5404 9.3410  0.00
H: 5.9682 8.3505 10.3961  0.00
H: 6.7621 8.8182 8.8851  0.00
H: 3.5030 6.0112 9.0303  0.00
H: 3.6730 7.2487 10.2556  0.00
H: 5.7159 6.2156 11.1145  0.00
H: 4.4730 4.9948 10.9787  0.00
H: 6.6683 4.2076 10.0922  0.00
H: 5.3762 4.1291 8.9150  0.00
H: 8.5176 7.0773 8.6446  0.00
H: 8.6737 5.6703 9.6896  0.00
H: 7.6022 6.9592 10.1520  0.00
H: 6.9305 4.0745 7.0040  0.00
H: 8.2871 4.1043 8.1084  0.00
H: 8.1846 5.3110 6.8271  0.00
H: 4.5250 8.8681 6.9707  0.00
H: 3.3934 8.8842 8.3252  0.00
H: 3.3397 7.5689 7.1783  0.00

=====

Below is a structure of composition C23H14Cl4N2O4S6W, with properties calculated with ωB97M-V/def2-TZVPD.

Properties
- gap between HOMO and LUMO (hartree) = 0.183
- LUMO level (Eh) = 0.1485
- highest occupied orbital energy (eV) = -0.95
- net charge = -2
- E_tot (hartree) = -5592.46610

Each line ends with the Mulliken charge.
Element x y z (Å)
W: -0.0878 0.8869 0.1986  0.58
O: -0.4673 -0.3383 1.9378  -0.48
N: -0.3304 -1.6548 1.8166  0.23
C: -1.1717 -2.4263 2.5332  -0.20
C: -1.0397 -3.7882 2.5526  -0.88
C: 0.0032 -4.3555 1.8085  -0.12
C: 0.8304 -3.5567 1.0612  -0.97
C: 0.6603 -2.1548 1.0204  0.69
S: 1.5616 -1.0772 0.0704  -0.32
H: -1.9206 -1.8558 3.0614  0.50
H: -1.7253 -4.3876 3.1319  0.40
H: 0.1497 -5.4287 1.8123  0.36
H: 1.6357 -3.9629 0.4654  0.41
O: -6.5306 2.7408 -2.3356  -0.66
C: -5.4434 2.4346 -1.8957  0.59
S: -5.1900 1.1615 -0.6959  -0.21
C: -3.4430 1.2966 -0.6036  0.15
C: -2.8558 2.2249 -1.3733  0.11
S: -1.1306 2.4880 -1.4609  -0.36
S: -3.9278 3.1928 -2.3799  -0.20
S: -2.5352 0.2600 0.4512  -0.37
Cl: -0.1736 4.6401 6.1025  -0.26
C: 0.3535 3.6301 4.7881  0.35
C: 1.5749 2.9938 4.8468  0.27
Cl: 2.6065 3.1866 6.2339  -0.26
C: 1.9870 2.1724 3.7807  0.02
Cl: 3.5177 1.3519 3.8241  -0.25
C: 1.1796 1.9904 2.6682  -0.01
O: 1.4807 1.2577 1.6389  -0.39
C: -0.0888 2.6485 2.6085  0.33
O: -0.7737 2.4481 1.5278  -0.73
C: -0.4802 3.4607 3.6680  -0.04
Cl: -2.0185 4.2526 3.5636  -0.24
C: -2.2151 -2.9802 -2.0935  -0.95
C: -1.6137 -1.9749 -3.0804  -0.68
C: -0.9090 -0.9270 -2.3477  0.36
N: -0.5268 -0.3377 -1.4351  0.31
H: -2.7670 -3.7548 -2.6299  0.39
H: -2.8815 -2.4654 -1.4021  0.23
H: -1.4278 -3.4545 -1.5066  0.21
H: -2.3918 -1.5062 -3.6876  0.28
H: -0.9243 -2.4557 -3.7784  0.30
S: 1.6561 2.2275 -0.9966  -0.47
C: 2.5617 1.1461 -2.0555  0.09
C: 3.9051 0.8647 -1.7918  -0.27
C: 4.6464 0.0439 -2.6286  -0.52
C: 4.0645 -0.5302 -3.7518  -0.39
C: 2.7292 -0.2584 -4.0269  -0.61
C: 1.9930 0.5711 -3.1961  -0.17
H: 4.3548 1.2846 -0.9004  0.34
H: 5.6846 -0.1599 -2.3898  0.34
H: 4.6413 -1.1774 -4.4023  0.34
H: 2.2541 -0.6890 -4.9023  0.36
H: 0.9598 0.8009 -3.4245  0.50